No. 1
11
Properties=species:S:1:pos:R:3:forces:R:3:mulliken_charge:R:1 method="wB97M-V/def2-TZVPD" e_lumo_ev=7.221 total_charge=-2 homo_ha=0.0258 orbital_gap_ev=6.52
O -1.114 1.061 -1.424 -0.1 -0.9 1.0 -0.8468
O 0.545 -1.800 -0.153 1.3 3.1 1.5 -0.6005
C 1.289 0.483 0.210 0.6 3.6 1.7 -0.7989
H 2.168 0.155 0.738 0.7 -0.3 0.8 0.2928
N 0.175 -0.275 0.553 -0.1 -2.9 -1.1 -0.2278
H 1.083 1.622 0.586 0.3 -2.6 -0.7 0.2305
H -0.371 -2.027 -0.132 -1.8 -0.4 -0.4 0.3614
O -1.993 -1.147 -0.405 -0.6 -0.5 0.2 -0.8868
O -2.018 1.080 0.950 -0.1 -0.1 0.6 -0.7892
P -1.426 0.231 -0.146 0.4 1.2 -2.0 0.9292
H 1.663 0.618 -0.777 -0.6 -0.2 -1.6 0.3362

No. 2
7
Properties=species:S:1:pos:R:3:forces:R:3:mulliken_charge:R:1 method="wB97M-V/def2-TZVPD" e_lumo_ev=4.299 total_charge=-1 homo_ha=-0.0947 orbital_gap_ev=6.88
N -0.243 1.902 -0.625 -1.6 0.0 0.4 -0.5725
C -0.281 0.659 -0.354 0.3 0.1 0.5 -0.1024
H -0.291 -0.194 -1.038 -0.7 0.2 -0.3 0.2314
H 1.524 -2.276 1.589 0.0 0.0 0.0 -0.0582
S 0.245 -2.524 1.264 0.0 0.0 0.0 -0.9078
H -0.698 2.093 -1.521 1.2 -0.1 -0.6 0.2102
H -0.256 0.340 0.686 0.8 -0.1 0.0 0.1993

No. 3
8
Properties=species:S:1:pos:R:3:forces:R:3:mulliken_charge:R:1 method="wB97M-V/def2-TZVPD" e_lumo_ev=-6.230 total_charge=+1 homo_ha=-0.5351 orbital_gap_ev=8.33
S -2.050 -1.134 -0.144 0.7 0.9 0.3 0.0976
H 1.986 -0.433 0.006 -0.1 -0.8 -0.6 0.2646
H -0.306 -0.107 1.560 -1.4 0.2 -1.6 0.3673
H 0.866 -0.272 -1.332 0.5 0.3 -0.6 0.2778
N 1.184 0.003 -0.428 -0.9 -0.9 2.1 -0.6378
S -1.961 1.050 -0.160 0.2 -0.5 0.1 0.1058
H 1.243 0.938 -0.126 -0.2 1.6 -0.8 0.3133
C -0.963 -0.045 0.625 1.1 -0.8 1.0 0.2113

No. 4
6
Properties=species:S:1:pos:R:3:forces:R:3:mulliken_charge:R:1 method="wB97M-V/def2-TZVPD" e_lumo_ev=0.915 total_charge=0 homo_ha=-0.3721 orbital_gap_ev=11.04
C -0.463 -0.346 -0.220 -3.5 -1.8 -2.7 -0.4116
H -1.331 0.347 -0.869 2.4 -1.8 1.8 0.1829
O 0.603 0.305 0.226 1.4 5.1 2.1 -0.4622
H 0.227 1.146 0.677 1.5 -2.0 -0.9 0.3235
H -0.966 -0.786 0.716 0.0 -0.2 -1.9 0.2067
H 0.021 -1.070 -1.010 -1.8 0.6 1.6 0.1607

No. 5
6
Properties=species:S:1:pos:R:3:forces:R:3:mulliken_charge:R:1 method="wB97M-V/def2-TZVPD" e_lumo_ev=1.007 total_charge=0 homo_ha=-0.3878 orbital_gap_ev=11.56
H 1.430 -0.619 0.270 -0.2 1.4 -0.7 0.3092
H -0.747 1.088 0.060 -0.1 0.8 -1.0 0.2473
H -0.673 -0.301 0.818 -0.1 -1.4 1.5 0.2751
O 1.103 0.232 -0.127 -0.3 -1.7 0.7 -0.4854
C -0.323 0.112 -0.079 -0.2 -0.4 -1.6 -0.5646
H -0.790 -0.512 -0.941 0.9 1.3 1.2 0.2184

No. 6
7
Properties=species:S:1:pos:R:3:forces:R:3:mulliken_charge:R:1 method="wB97M-V/def2-TZVPD" e_lumo_ev=0.380 total_charge=0 homo_ha=-0.3924 orbital_gap_ev=11.06
H 1.517 -0.615 0.058 -0.3 -0.2 -0.1 0.3693
O -0.496 -0.576 -0.185 -0.5 -0.6 0.4 -0.3916
H -2.381 -0.350 0.514 -0.9 -0.8 0.8 0.2515
H -1.641 1.008 -0.527 -0.3 -0.6 0.4 0.2018
C -1.545 -0.009 -0.042 1.5 2.0 -1.5 -0.0952
O 2.351 -0.173 -0.102 0.2 1.0 0.5 -0.6337
H 2.194 0.715 0.283 0.3 -0.8 -0.4 0.2979

No. 7
7
Properties=species:S:1:pos:R:3:forces:R:3:mulliken_charge:R:1 method="wB97M-V/def2-TZVPD" e_lumo_ev=1.025 total_charge=0 homo_ha=-0.3518 orbital_gap_ev=10.60
C -0.802 0.019 0.034 0.1 0.4 -0.3 -0.4151
H -0.980 -0.051 -1.043 0.0 0.0 0.0 0.2133
H -1.506 -0.611 0.574 0.0 0.0 0.0 0.2295
O 1.465 0.276 -0.274 -0.2 0.6 -0.4 -0.3437
H 2.271 -0.193 -0.023 -0.2 -0.2 0.1 0.3139
H -0.902 1.059 0.356 0.0 0.0 0.0 0.2122
O 0.454 -0.499 0.376 0.3 -0.8 0.6 -0.2100

No. 8
9
Properties=species:S:1:pos:R:3:forces:R:3:mulliken_charge:R:1 method="wB97M-V/def2-TZVPD" e_lumo_ev=0.234 total_charge=0 homo_ha=-0.2948 orbital_gap_ev=8.25
H -1.350 -0.694 -0.130 -0.9 -0.6 -1.4 0.2681
H -3.292 -1.258 -1.036 2.1 0.9 0.0 0.1960
O 0.286 0.235 1.169 0.0 -0.2 -0.6 -0.4634
H 2.164 0.272 1.618 2.0 -0.7 0.3 0.2953
H 2.498 2.211 0.543 -1.1 -0.6 0.1 0.3601
S -1.920 -0.889 -1.454 -2.0 0.8 1.9 -0.0991
O 1.554 1.906 0.547 1.5 1.2 -0.8 -0.4151
S -1.325 -2.495 -2.328 0.8 -1.0 -0.4 -0.3638
C 1.385 0.711 1.071 -2.4 0.2 1.0 0.2219

No. 9
9
Properties=species:S:1:pos:R:3:forces:R:3:mulliken_charge:R:1 method="wB97M-V/def2-TZVPD" e_lumo_ev="-0.692 / -0.912" total_charge=0 homo_ha="-0.3452 / -0.3134" orbital_gap_ev="8.70 / 7.62"
H 0.822 0.322 1.643 1.0 -0.3 0.3 0.3956
H -1.291 -0.776 -1.427 0.1 0.6 0.5 -0.0982
C 0.047 0.276 0.924 -1.4 0.2 0.4 -0.7838
O 0.647 -1.939 -0.771 1.5 -0.6 0.2 -0.2268
O 3.123 -2.517 0.101 -0.2 0.6 -0.1 -0.3916
H -0.813 0.801 1.304 -0.4 0.2 0.0 0.3360
S 1.789 -3.018 -0.211 -1.2 0.1 -0.3 0.4670
H 0.720 0.701 -1.516 -0.3 -0.9 0.0 -0.0855
Si -0.019 -0.400 -0.739 0.8 0.0 -0.9 0.3873

No. 10
9
Properties=species:S:1:pos:R:3:forces:R:3:mulliken_charge:R:1 method="wB97M-V/def2-TZVPD" e_lumo_ev="-2.130 / -2.160" total_charge=0 homo_ha="-0.3851 / -0.3673" orbital_gap_ev="8.35 / 7.83"
O -2.464 1.219 0.070 0.8 0.2 0.7 -0.4206
H 1.171 -2.026 0.142 0.7 1.1 -1.1 -0.0526
O -2.079 -1.188 0.108 0.1 -0.3 1.0 -0.4306
S -1.525 0.135 0.049 -1.1 -0.4 -3.2 0.7981
C -0.185 0.112 -0.981 -1.3 1.6 2.0 -0.1746
Si 1.322 -0.478 -0.093 -1.0 -2.1 1.7 0.3854
H 0.317 2.150 0.210 -0.2 -0.6 -0.5 0.0527
H 2.194 0.316 -0.878 1.6 -0.1 -0.3 -0.0750
H 1.250 -0.240 1.373 0.4 0.7 -0.2 -0.0830

No. 11
8
Properties=species:S:1:pos:R:3:forces:R:3:mulliken_charge:R:1 method="wB97M-V/def2-TZVPD" e_lumo_ev=0.767 total_charge=0 homo_ha=-0.4026 orbital_gap_ev=11.72
C -1.260 0.786 -0.691 0.1 -0.9 0.3 0.2207
O -1.001 1.931 -0.885 -0.1 0.6 -0.2 -0.4741
H -1.187 0.986 1.094 0.4 0.0 0.8 0.3127
H 2.556 -0.700 0.373 0.3 0.0 -0.3 0.3153
O -1.213 0.206 0.529 -0.6 0.4 -0.7 -0.3863
O 1.842 -1.212 0.746 -0.4 -0.1 0.3 -0.6242
H 1.817 -2.057 0.288 0.2 0.1 -0.1 0.3117
H -1.554 0.060 -1.454 0.1 -0.1 -0.1 0.3243

No. 12
9
Properties=species:S:1:pos:R:3:forces:R:3:mulliken_charge:R:1 method="wB97M-V/def2-TZVPD" e_lumo_ev=0.314 total_charge=0 homo_ha=-0.3539 orbital_gap_ev=9.94
H -1.358 1.535 1.146 0.1 -0.7 -0.1 0.3359
O -0.575 -0.739 1.466 0.8 -1.5 2.5 -0.4273
H -0.956 -0.070 -1.507 1.1 -2.3 2.7 0.3919
C -0.829 -0.228 0.454 -1.0 2.0 -2.3 0.6042
S 2.356 0.103 -0.750 -0.8 -0.9 0.8 -0.2982
O -1.334 1.028 0.317 -0.1 0.5 -0.2 -0.4894
O -0.653 -0.766 -0.753 -1.3 1.9 -2.6 -0.4210
H 1.437 0.327 0.228 0.7 0.5 -0.3 0.1313
H 1.914 -1.188 -0.600 0.6 0.5 -0.5 0.1726

Sequential electronic energy output: -737.55403 -493.43428 -891.27245 -115.67924 -115.70598 -190.94217 -190.86332 -987.28893 -878.57647 -878.35342 -266.22083 -664.41275 hartree
Sequential energy relative to the best compared isomer or geometry (same formula, charge and spin) output: 1.9832 0.5146 1.2333 1.0201 0.2926 0.2232 2.3688 1.6460 1.0689 7.1383 0.4136 0.2554 eV
Sequential F_max output: 4.02 1.68 2.42 5.71 2.02 2.93 1.03 2.82 1.62 3.42 1.00 3.77 eV Å⁻¹